one) A 2-piece molecular cluster, C3H8NO overall, computed with ωB97M-V/def2-TZVPD.

The value obtained for the HOMO energy is -2.3 eV. The value obtained for the LUMO energy is 4.3606 eV. The total charge is -1. The value obtained for the HOMO-LUMO gap is 0.2444 Eh.

```
13
Properties=species:S:1:pos:R:3:mulliken_charge:R:1
C -2.374 0.321 0.031 -0.600
O -1.810 -0.850 0.544 -0.595
H -3.450 0.175 -0.105 0.221
H -2.155 1.173 0.685 0.203
H -1.968 0.572 -0.963 0.244
C 2.492 0.190 0.684 -0.907
C 1.542 0.077 -0.267 0.095
N 0.653 -0.928 -0.484 -0.960
H 2.623 -0.606 1.415 0.284
H 3.180 1.023 0.727 0.257
H 1.489 0.977 -0.906 0.246
H 0.668 -1.162 -1.480 0.091
H -0.890 -0.961 0.119 0.422
```


two) A 2-piece molecular cluster, C3H8NO overall, computed with ωB97M-V/def2-TZVPD.

The value obtained for the HOMO energy is -3.1 eV. The value obtained for the LUMO energy is 4.5389 eV. The total charge is -1. The value obtained for the HOMO-LUMO gap is 0.2791 Eh.

```
13
Properties=species:S:1:pos:R:3:mulliken_charge:R:1
C 1.960 -1.315 0.212 -0.611
O 1.816 -0.171 -0.508 -0.797
H 2.753 -1.205 0.977 0.198
H 2.090 -2.251 -0.373 0.204
H 1.082 -1.615 0.826 0.179
C -1.571 1.203 0.966 -0.848
C -1.582 0.690 -0.299 -0.043
N -0.560 0.363 -1.124 -0.508
H -0.873 0.884 1.733 0.243
H -2.506 1.644 1.304 0.247
H -2.507 0.924 -0.844 0.257
H -0.671 0.712 -2.061 0.137
H 0.568 0.136 -0.809 0.341
```


Which structure is the least stable? The one labeled two).


one) C30H27Br2IrN4OS2 as an isolated structure, computed with ωB97M-V/def2-TZVPD.

The spin multiplicity is 2. The value obtained for the HOMO energy (spin up / spin down) is -10.4 / -10.4 eV. The value obtained for the LUMO energy (spin up / spin down) is -3.7895 / -4.1394 eV. The total charge is +1. The value obtained for the HOMO-LUMO gap (spin up / spin down) is 0.2431 / 0.2283 Eh. Its expectation value of S² is 0.756.

```
67
Properties=species:S:1:pos:R:3:mulliken_spin:R:1
Ir 0.258 0.215 0.032 0.540
C -1.263 2.735 -0.912 0.002
N -1.477 1.612 0.056 0.051
C -2.697 0.899 -0.395 0.011
C -2.869 -0.386 0.342 -0.011
N -1.825 -1.343 -0.085 0.195
C -1.878 -2.482 0.852 0.013
C -2.047 -1.746 -1.473 -0.013
C -3.029 -2.695 -1.760 0.005
C -3.281 -3.084 -3.062 0.002
C -2.546 -2.518 -4.098 0.002
C -1.577 -1.574 -3.824 -0.001
C -1.315 -1.169 -2.509 -0.012
S -0.043 0.042 -2.313 0.008
C -1.681 2.156 1.412 0.010
C -2.523 3.254 1.565 -0.005
C -2.759 3.782 2.820 0.003
C -2.148 3.212 3.932 -0.001
C -1.311 2.125 3.777 0.003
C -1.073 1.585 2.511 -0.004
S -0.033 0.190 2.358 0.016
H -2.236 3.136 -1.197 0.000
H -0.771 2.359 -1.801 -0.004
H -0.667 3.508 -0.448 0.004
H -2.586 0.717 -1.462 -0.002
H -3.563 1.548 -0.254 0.000
H -3.865 -0.794 0.145 0.005
H -2.772 -0.245 1.421 -0.004
H -1.346 -3.336 0.441 0.000
H -2.913 -2.777 1.043 0.002
H -1.435 -2.175 1.800 0.000
H -3.610 -3.133 -0.958 -0.001
H -4.048 -3.818 -3.267 0.000
H -2.728 -2.817 -5.122 0.000
H -0.996 -1.135 -4.626 0.000
H -3.001 3.701 0.703 0.000
H -3.409 4.640 2.927 0.000
H -2.321 3.621 4.918 0.000
H -0.818 1.681 4.634 -0.001
Br 1.443 4.942 1.247 0.000
C 2.631 3.617 0.633 -0.011
C 4.001 3.917 0.498 0.001
C 4.888 2.965 0.083 -0.001
Br 6.713 3.411 -0.080 0.000
C 4.448 1.653 -0.218 0.013
C 5.264 0.586 -0.644 -0.008
C 4.695 -0.620 -0.930 0.006
C 3.308 -0.793 -0.785 -0.017
N 2.516 0.166 -0.354 0.087
C 3.073 1.386 -0.079 -0.009
C 2.161 2.360 0.347 0.037
O 0.886 2.013 0.467 -0.011
H 4.341 4.916 0.730 0.000
H 6.330 0.736 -0.744 0.000
H 5.293 -1.454 -1.270 0.001
H 2.860 -1.733 -1.058 -0.001
C 1.726 -4.542 0.510 -0.005
C 1.816 -3.641 1.558 0.007
C 1.407 -2.337 1.358 -0.016
N 0.907 -1.911 0.187 0.100
C 0.845 -2.779 -0.836 -0.005
C 1.244 -4.096 -0.709 0.010
H 2.038 -5.571 0.639 0.000
H 2.202 -3.934 2.525 0.001
H 1.501 -1.604 2.146 0.003
H 0.483 -2.393 -1.775 0.001
H 1.180 -4.752 -1.566 0.001
```


two) C30H27Br2IrN4OS2 as an isolated structure, computed with ωB97M-V/def2-TZVPD.

The spin multiplicity is 2. The value obtained for the HOMO energy (spin up / spin down) is -10.4 / -10.1 eV. The value obtained for the LUMO energy (spin up / spin down) is -3.0441 / -5.2929 eV. The total charge is +1. The value obtained for the HOMO-LUMO gap (spin up / spin down) is 0.2697 / 0.1765 Eh. Its expectation value of S² is 0.760.

```
67
Properties=species:S:1:pos:R:3:mulliken_spin:R:1
Ir -0.105 -0.641 0.182 0.370
C -0.192 2.262 -0.552 0.005
N 0.016 0.977 -1.270 -0.052
C 1.286 1.199 -2.080 0.008
C 1.905 0.021 -2.818 0.007
N 2.513 -0.906 -1.894 0.008
C 2.848 -2.191 -2.482 0.001
C 3.607 -0.333 -1.192 0.046
C 4.775 0.074 -1.826 -0.024
C 5.837 0.581 -1.093 0.049
C 5.739 0.681 0.289 -0.024
C 4.578 0.299 0.931 0.050
C 3.498 -0.204 0.197 -0.024
S 2.064 -0.672 1.099 0.239
C -1.044 0.718 -2.260 0.016
C -1.674 1.737 -2.951 -0.013
C -2.623 1.431 -3.917 0.034
C -2.933 0.110 -4.199 -0.015
C -2.298 -0.912 -3.517 0.042
C -1.350 -0.612 -2.544 -0.011
S -0.536 -1.899 -1.680 0.205
H 0.028 3.106 -1.205 0.000
H 0.491 2.297 0.292 0.001
H -1.223 2.331 -0.212 -0.001
H 2.020 1.618 -1.390 0.000
H 1.025 1.969 -2.809 0.000
H 2.637 0.447 -3.524 0.001
H 1.160 -0.509 -3.413 -0.002
H 3.651 -2.130 -3.231 0.001
H 1.956 -2.601 -2.962 0.000
H 3.168 -2.869 -1.691 0.000
H 4.863 -0.023 -2.901 0.000
H 6.743 0.890 -1.597 0.002
H 6.567 1.071 0.866 0.000
H 4.495 0.393 2.006 0.001
H -1.436 2.773 -2.754 0.000
H -3.120 2.231 -4.448 0.001
H -3.681 -0.124 -4.944 0.000
H -2.545 -1.946 -3.717 0.001
Br -5.190 -0.362 -0.160 0.001
C -4.091 0.503 1.092 0.000
C -4.658 1.340 2.062 0.000
C -3.874 1.989 2.975 -0.001
Br -4.686 3.132 4.242 0.000
C -2.468 1.821 2.969 -0.002
C -1.575 2.464 3.850 -0.002
C -0.234 2.229 3.737 0.005
C 0.235 1.344 2.759 0.006
N -0.562 0.716 1.920 0.041
C -1.909 0.954 2.002 -0.036
C -2.722 0.306 1.026 0.039
O -2.160 -0.446 0.125 0.040
H -5.730 1.475 2.073 0.000
H -1.961 3.143 4.597 0.000
H 0.479 2.714 4.388 0.001
H 1.292 1.134 2.663 -0.008
C -1.638 -3.928 3.437 -0.001
C -0.615 -3.052 3.771 0.003
C -0.103 -2.213 2.803 -0.001
N -0.546 -2.209 1.539 -0.008
C -1.537 -3.052 1.219 0.007
C -2.096 -3.926 2.131 0.004
H -2.067 -4.589 4.177 0.000
H -0.209 -3.005 4.771 0.000
H 0.698 -1.531 3.047 -0.004
H -1.893 -3.012 0.199 -0.009
H -2.890 -4.581 1.804 0.000
```


Which structure is the least stable? The one labeled one).